1.
Density functional theory data (the ωB97M-V functional and the def2-TZVPD basis) for a molecular structure, C30H47BO2P2W at a distorted geometry.

As for the max |F|: 5.04 eV/Å. For the LUMO energy (alpha / beta), the calculation gives -5.35 / -6.61 eV. Its orbital gap (alpha / beta) is 6.858 / 6.333 eV. As for the net charge: +2. As for the multiplicity: 3.

Each line ends with the Löwdin spin population.
Element x y z (Å)
W (-0.490, 0.282, -0.808)  1.12
C (-1.955, 2.012, -0.839)  0.03
C (-1.997, 1.129, -1.988)  0.03
C (-2.686, -0.029, -0.088)  0.00
C (-2.275, 1.268, 0.319)  0.01
C (-2.555, -0.135, -1.508)  0.02
C (-1.589, 3.455, -0.818)  0.01
H (-0.964, 3.757, -1.673)  0.00
H (-1.022, 3.707, 0.086)  0.00
H (-2.496, 4.077, -0.783)  0.00
C (-2.530, 1.920, 1.626)  0.00
H (-1.664, 2.498, 1.959)  0.00
H (-2.809, 1.181, 2.385)  0.00
H (-3.384, 2.600, 1.504)  0.00
C (-3.480, -0.913, 0.797)  0.00
H (-4.342, -0.308, 1.131)  0.00
H (-2.914, -1.231, 1.693)  0.00
H (-3.873, -1.789, 0.260)  0.00
C (-3.157, -1.200, -2.344)  0.01
H (-4.188, -0.905, -2.587)  0.00
H (-3.218, -2.145, -1.800)  0.00
H (-2.614, -1.352, -3.277)  0.00
C (-1.857, 1.557, -3.406)  0.01
H (-2.826, 1.864, -3.825)  0.00
H (-1.462, 0.743, -4.016)  0.00
H (-1.146, 2.385, -3.484)  0.00
C (3.759, 1.090, -1.258)  0.00
C (3.037, 2.139, -1.779)  0.00
C (2.650, 2.270, -3.268)  0.00
C (2.036, 1.005, -3.877)  0.01
C (1.208, 0.231, -2.898)  0.06
C (1.781, -0.768, -2.197)  0.00
C (3.226, -1.180, -2.321)  0.00
C (4.298, -0.072, -1.990)  0.00
H (3.540, 2.597, -3.852)  0.00
H (2.823, 0.343, -4.271)  0.00
H (1.942, 3.111, -3.347)  0.00
H (4.772, 0.265, -2.940)  0.00
H (4.125, 1.187, -0.216)  0.00
H (3.256, 3.120, -1.332)  0.00
H (5.105, -0.530, -1.372)  0.00
H (3.465, -2.009, -1.639)  0.00
H (1.144, -1.549, -1.760)  0.01
H (3.413, -1.601, -3.335)  0.00
H (1.411, 1.279, -4.724)  0.00
H (0.121, 0.335, -3.059)  0.01
P (1.234, 0.529, 1.175)  0.20
P (-0.287, -2.408, -0.416)  0.00
C (2.136, -1.056, 0.827)  0.04
C (1.384, -2.406, 0.557)  0.02
H (2.822, -1.233, 1.686)  0.01
H (2.785, -0.794, -0.017)  0.00
H (2.053, -3.087, 0.000)  0.00
H (1.128, -2.881, 1.514)  0.00
C (-1.351, -3.460, 0.584)  0.00
H (-2.372, -3.465, 0.151)  0.00
H (-1.349, -3.070, 1.618)  0.00
H (-0.950, -4.500, 0.575)  0.00
C (-0.517, -3.373, -1.983)  0.00
H (0.107, -4.273, -2.019)  0.00
H (-0.307, -2.770, -2.872)  0.00
H (-1.566, -3.702, -2.045)  0.00
C (2.209, 1.616, 2.268)  0.07
H (1.930, 2.651, 2.048)  0.00
H (3.282, 1.498, 2.099)  0.01
H (1.992, 1.434, 3.334)  0.00
C (0.828, 1.844, -0.124)  0.14
H (0.210, 1.817, -1.184)  0.01
H (1.800, 2.145, -0.662)  0.00
H (0.409, 2.714, 0.427)  0.01
O (-0.608, 0.819, 3.162)  0.04
B (-0.375, -0.143, 2.095)  0.06
O (-0.598, -1.433, 2.727)  0.03
C (-0.911, -1.231, 4.049)  0.01
C (-1.039, -2.180, 5.043)  0.00
C (-1.026, -1.707, 6.348)  0.01
C (-0.974, -0.342, 6.627)  0.00
C (-0.865, 0.612, 5.615)  0.00
C (-0.846, 0.137, 4.314)  0.00
H (-1.131, -3.231, 4.765)  0.00
H (-1.064, -2.433, 7.155)  0.00
H (-1.035, -0.002, 7.645)  0.00
H (-0.760, 1.673, 5.828)  0.00

2.
Density functional theory data (the ωB97M-V functional and the def2-TZVPD basis) for a molecular structure, C30H47BaBrN4OP2 at a distorted geometry.

As for the max |F|: 2.45 eV/Å. For the LUMO energy (alpha / beta), the calculation gives -7.08 / -7.09 eV. The energy above the lowest of the compared OMol25 structures with the same formula, charge and spin comes out at 1.387 eV. Its orbital gap (alpha / beta) is 4.658 / 4.656 eV. As for the net charge: +2. As for the multiplicity: 1.

Each line ends with the Mulliken charge.
Element x y z (Å)
N (7.413, 1.828, 0.468)  -0.55
C (6.789, 1.933, 1.644)  -0.35
C (5.613, 1.226, 1.944)  -0.57
C (5.062, 0.363, 0.963)  0.44
C (5.744, 0.273, -0.292)  -0.43
C (6.923, 1.018, -0.481)  -0.42
C (3.828, -0.334, 1.213)  0.19
Ba (1.453, -1.637, 2.285)  1.89
P (-2.221, -4.089, 0.704)  -0.10
C (3.170, -1.087, 0.230)  -0.64
C (2.014, -0.583, -0.485)  -0.06
C (1.430, -1.261, -1.585)  -0.99
C (0.465, -0.658, -2.361)  -0.44
C (-0.107, 0.610, -1.956)  0.08
C (0.487, 1.272, -0.851)  -1.47
C (1.438, 0.650, -0.078)  0.63
Br (-2.189, -0.613, -1.120)  -0.37
H (3.439, -0.160, 2.239)  -0.26
H (3.611, -2.005, -0.176)  0.46
H (5.114, 1.384, 2.900)  0.28
H (5.370, -0.320, -1.124)  0.39
H (7.226, 2.603, 2.396)  0.36
H (7.492, 0.961, -1.416)  0.38
H (1.802, -2.272, -1.813)  0.49
H (1.854, 1.179, 0.786)  0.44
H (0.079, -1.176, -3.234)  0.30
H (0.149, 2.272, -0.548)  0.49
P (-1.336, 1.583, -2.905)  1.29
C (-0.795, -3.433, 1.617)  0.59
C (-0.330, -4.616, 2.493)  -1.32
H (-1.097, -2.562, 2.233)  0.26
H (-0.031, -3.164, 0.852)  -0.46
H (0.225, -4.332, 3.403)  0.35
H (-1.223, -5.168, 2.830)  0.41
H (0.293, -5.320, 1.926)  0.39
C (-1.549, -4.214, -1.018)  0.32
C (-2.567, -4.721, -2.033)  -1.40
H (-0.737, -4.954, -0.930)  0.35
H (-1.112, -3.239, -1.294)  -0.43
H (-2.104, -4.757, -3.021)  0.40
H (-2.878, -5.742, -1.782)  0.38
H (-3.459, -4.097, -2.097)  0.31
C (-3.578, -2.852, 0.552)  0.30
C (-4.819, -3.196, 1.383)  -1.46
H (-3.859, -2.811, -0.511)  0.23
H (-3.190, -1.852, 0.810)  -0.15
H (-5.566, -2.402, 1.255)  0.39
H (-5.267, -4.138, 1.042)  0.34
H (-4.577, -3.280, 2.449)  0.32
C (-2.476, 2.468, -1.804)  0.04
C (-3.785, 2.871, -2.448)  -1.57
H (-1.923, 3.356, -1.447)  0.40
H (-2.675, 1.827, -0.941)  0.22
H (-3.708, 3.785, -3.037)  0.37
H (-4.191, 2.069, -3.071)  0.33
H (-4.511, 3.058, -1.658)  0.42
C (-1.950, 0.524, -4.234)  -0.55
C (-0.964, 0.387, -5.384)  -1.39
H (-2.889, 0.961, -4.597)  0.49
H (-2.189, -0.433, -3.743)  0.36
H (-1.005, 1.273, -6.025)  0.37
H (0.075, 0.262, -5.051)  0.36
H (-1.239, -0.482, -5.982)  0.41
C (-0.491, 2.893, -3.839)  -0.71
C (-0.101, 4.147, -3.092)  -1.27
H (-1.205, 3.108, -4.647)  0.52
H (0.386, 2.434, -4.303)  0.48
H (0.809, 3.987, -2.506)  0.29
H (0.099, 4.936, -3.824)  0.41
H (-0.874, 4.523, -2.425)  0.33
C (-2.120, 2.069, 2.870)  -1.01
N (-0.860, 1.892, 3.608)  0.12
C (-0.496, 2.805, 4.557)  -0.10
C (0.663, 2.634, 5.251)  -0.92
C (1.507, 1.563, 4.895)  0.73
N (1.114, 0.609, 4.011)  -0.20
C (-0.098, 0.782, 3.391)  0.39
O (-0.506, -0.108, 2.565)  -0.66
N (2.778, 1.505, 5.351)  -0.40
H (-2.212, 3.126, 2.579)  0.40
H (-2.984, 1.810, 3.499)  0.34
H (-2.117, 1.413, 1.994)  0.21
H (-1.190, 3.640, 4.705)  0.46
H (1.002, 3.361, 5.982)  0.35
H (3.062, 2.139, 6.089)  0.23
H (3.364, 0.692, 5.205)  0.18

3.
Density functional theory data (the ωB97M-V functional and the def2-TZVPD basis) for a molecular structure, C30H47Cl3IrN3O6Si at a distorted geometry.

As for the max |F|: 4.00 eV/Å. For the LUMO energy (alpha / beta), the calculation gives 0.45 / -0.07 eV. The energy above the lowest of the compared OMol25 structures with the same formula, charge and spin comes out at 0.000 eV. Its orbital gap (alpha / beta) is 5.690 / 7.459 eV. As for the net charge: 0. As for the multiplicity: 5.

Each line ends with the Löwdin spin population.
Element x y z (Å)
C (-1.562, -0.556, -3.964)  0.00
C (-1.156, -1.872, -3.390)  0.00
H (-1.208, -0.452, -4.996)  0.00
H (-1.141, 0.273, -3.372)  0.00
H (-2.658, -0.434, -3.975)  0.00
C (-0.650, -2.889, -4.103)  0.01
C (-0.501, -2.894, -5.582)  0.00
H (-0.327, -3.803, -3.602)  0.00
H (-0.735, -1.930, -6.043)  0.00
H (-1.160, -3.646, -6.034)  0.00
H (0.522, -3.167, -5.864)  0.00
Ir (-0.020, 0.044, 0.076)  2.84
Cl (-0.534, 1.720, -1.471)  0.20
C (-0.291, -2.498, 1.601)  0.01
O (0.580, -1.645, 1.247)  0.09
N (-0.033, -3.456, 2.471)  0.01
C (1.298, -3.631, 3.035)  0.00
C (-1.047, -4.434, 2.863)  0.00
H (-1.318, -2.512, 1.190)  0.00
H (1.904, -2.751, 2.816)  0.00
H (1.767, -4.528, 2.607)  0.00
H (1.196, -3.776, 4.116)  0.00
H (-2.011, -4.160, 2.427)  0.00
H (-1.132, -4.462, 3.956)  0.00
H (-0.775, -5.434, 2.504)  0.00
H (0.738, 2.922, 4.690)  0.00
H (-1.263, 4.280, 4.095)  0.00
C (1.094, 2.984, 3.656)  0.00
C (-0.890, 4.333, 3.068)  0.00
N (-0.054, 3.176, 2.780)  0.02
H (1.631, 2.077, 3.377)  0.00
C (-0.215, 2.464, 1.675)  0.02
O (0.502, 1.421, 1.484)  0.10
H (-1.730, 4.344, 2.370)  0.00
H (-0.965, 2.805, 0.939)  0.00
H (1.755, 3.856, 3.574)  0.00
H (-0.320, 5.262, 2.956)  0.00
H (1.424, -0.209, -3.834)  0.00
H (2.396, -2.738, -3.466)  0.00
C (2.261, 0.103, -3.195)  0.00
C (3.176, -2.177, -2.930)  0.00
N (2.624, -0.990, -2.294)  0.07
H (1.980, 0.992, -2.627)  0.00
C (2.544, -0.883, -0.976)  0.08
O (1.969, 0.106, -0.405)  0.04
H (3.609, -2.820, -2.158)  0.00
H (3.006, -1.686, -0.371)  0.00
H (3.124, 0.314, -3.842)  0.00
H (3.943, -1.880, -3.655)  0.00
O (-0.187, -1.259, -1.366)  0.27
C (-1.274, -1.979, -1.875)  0.03
C (0.040, -4.016, -1.088)  0.00
C (-1.194, -3.415, -1.335)  0.01
H (0.949, -3.437, -1.293)  0.00
C (0.089, -5.322, -0.592)  0.00
H (-2.230, -1.529, -1.546)  0.00
C (-2.377, -4.130, -1.150)  0.00
H (1.061, -5.757, -0.349)  0.00
C (-1.093, -6.049, -0.421)  0.00
C (-2.324, -5.456, -0.717)  0.00
H (-3.319, -3.614, -1.368)  0.00
H (-1.051, -7.083, -0.064)  0.00
H (-3.253, -6.016, -0.602)  0.00
Si (-0.416, 6.569, -3.315)  0.00
Cl (-0.696, 5.721, -5.187)  0.00
C (1.426, 6.456, -2.998)  0.00
C (-1.488, 5.538, -2.184)  0.00
C (-0.975, 8.361, -3.407)  0.00
H (1.763, 5.412, -3.074)  0.00
H (1.679, 6.837, -1.999)  0.00
H (1.978, 7.047, -3.744)  0.00
H (-0.375, 8.919, -4.141)  0.00
H (-0.864, 8.850, -2.429)  0.00
H (-2.029, 8.428, -3.710)  0.00
H (-1.189, 4.480, -2.217)  0.01
H (-2.538, 5.608, -2.506)  0.00
H (-1.422, 5.889, -1.144)  0.00
Cl (-7.508, 1.328, 4.448)  0.00
C (-6.009, 0.895, 3.738)  0.00
C (-5.020, 0.274, 4.525)  0.00
C (-3.796, -0.048, 3.939)  0.00
C (-3.546, 0.252, 2.595)  0.01
C (-4.541, 0.829, 1.808)  0.00
C (-5.776, 1.157, 2.374)  0.00
C (-2.183, -0.072, 2.054)  0.01
O (-1.341, -0.506, 2.859)  0.00
O (-1.967, 0.135, 0.768)  0.12
H (-5.217, 0.057, 5.571)  0.00
H (-3.021, -0.539, 4.528)  0.00
H (-4.342, 1.008, 0.753)  0.00
H (-6.568, 1.601, 1.774)  0.00

What is the net charge in the third record?
0